A molecular structure, C28H27N3RuSSi at a distorted geometry. Source: the OMol25 dataset; level of theory: the ωB97M-V functional and the def2-TZVPD basis.

Geometry as XYZ:
```
61
Properties=species:S:1:pos:R:3:lowdin_charge:R:1
C 1.367 1.870 0.452 -0.14
C 0.343 2.031 -0.555 -0.27
C -0.943 2.022 0.113 -0.20
H 0.504 2.257 -1.608 0.09
C -0.684 2.017 1.520 -0.11
C 0.719 1.914 1.731 -0.09
H 1.220 1.856 2.690 0.12
H 2.435 1.787 0.257 0.12
H -1.914 2.133 -0.368 0.11
H -1.455 2.075 2.283 0.11
Ru -0.011 0.093 0.250 1.02
C -1.214 -2.174 -3.129 -0.03
H -2.231 -1.789 -2.970 0.07
H -1.201 -3.272 -3.104 0.07
H -0.830 -1.883 -4.118 0.08
Si -0.073 -0.371 -2.055 0.65
C 1.751 -0.563 -2.594 -0.29
C 2.613 0.542 -2.672 -0.10
H 2.310 1.513 -2.275 0.09
C 3.878 0.416 -3.262 -0.05
H 4.507 1.299 -3.361 0.12
C 4.330 -0.827 -3.717 -0.04
H 5.309 -0.914 -4.199 0.13
C 3.532 -1.953 -3.501 -0.05
H 3.895 -2.936 -3.798 0.12
C 2.273 -1.835 -2.902 -0.12
H 1.705 -2.740 -2.670 0.10
C -1.161 0.815 -3.027 -0.33
C -0.714 1.492 -4.173 -0.02
H 0.325 1.386 -4.490 0.13
C -1.606 2.275 -4.927 0.03
H -1.249 2.772 -5.835 0.14
C -2.942 2.417 -4.533 -0.05
H -3.632 3.026 -5.122 0.12
C -3.378 1.797 -3.356 0.02
H -4.412 1.905 -3.018 0.14
C -2.488 1.025 -2.599 -0.08
H -2.837 0.568 -1.668 0.10
H -1.358 -0.546 -0.407 0.05
H -0.466 -1.925 -2.241 -0.04
N -0.610 -1.846 4.684 0.17
C -0.853 -0.704 5.442 -0.17
C -0.907 -0.506 6.812 0.00
C -0.946 0.823 7.265 -0.05
C -0.911 1.900 6.364 -0.06
C -0.851 1.687 4.985 -0.02
C -0.815 0.370 4.515 -0.22
N -0.590 -0.138 3.255 0.12
C -0.430 -1.469 3.379 -0.24
C 0.055 -2.376 2.354 -0.27
C 0.335 -3.724 2.518 -0.30
S 1.227 -4.333 1.174 1.11
C 1.104 -2.793 0.398 -0.42
N 0.432 -1.869 1.099 -0.11
H -0.520 -2.801 5.023 0.17
H -0.927 -1.365 7.487 0.12
H -0.994 1.033 8.332 0.12
H -0.921 2.921 6.742 0.11
H -0.818 2.489 4.257 0.09
H 0.096 -4.283 3.413 0.09
H 1.630 -2.592 -0.533 0.05
```

The total charge is +2. Its expectation value of S² is 6.0348. Its frontier orbital gap (spin up / spin down) is 4.613 / 3.449 eV. As for the spin multiplicity: 5.

A molecular structure, C28H28CrN9O2S. Source: the OMol25 dataset; level of theory: the ωB97M-V functional and the def2-TZVPD basis.

Geometry as XYZ:
```
69
Properties=species:S:1:pos:R:3:lowdin_charge:R:1
Cr -0.436 -0.614 0.408 0.77
C 0.642 -2.635 4.326 -0.04
C 1.127 -2.813 2.914 -0.28
C 0.243 -3.199 1.906 -0.08
C 0.688 -3.398 0.605 -0.11
C 2.027 -3.199 0.284 -0.09
C 2.913 -2.815 1.276 -0.07
C 2.464 -2.627 2.579 -0.05
H 0.487 -3.604 4.804 0.09
H -0.304 -2.093 4.349 0.08
H 1.366 -2.087 4.928 0.08
H -0.799 -3.372 2.152 0.12
H -0.010 -3.727 -0.157 0.11
H 2.375 -3.355 -0.729 0.11
H 3.958 -2.660 1.038 0.12
H 3.169 -2.341 3.352 0.12
S -4.218 -3.057 -5.588 1.06
N -4.665 -2.991 -4.041 -0.21
C -3.630 -2.524 -3.364 -0.30
C -3.594 -2.299 -1.930 -0.07
C -4.666 -2.547 -1.073 0.04
C -4.522 -2.285 0.272 -0.01
C -3.310 -1.777 0.731 -0.08
N -2.282 -1.542 -0.073 0.03
C -2.410 -1.798 -1.392 -0.13
C -1.248 -1.519 -2.234 -0.14
N -0.153 -1.046 -1.611 0.02
C 0.936 -0.761 -2.315 -0.07
C 0.984 -0.942 -3.696 0.00
C -0.126 -1.428 -4.349 0.04
C -1.273 -1.728 -3.610 -0.07
C -2.503 -2.245 -4.181 -0.30
N -2.710 -2.504 -5.460 -0.20
H -5.591 -2.937 -1.478 0.13
H -5.328 -2.462 0.969 0.12
H -3.161 -1.547 1.779 0.13
H 1.785 -0.381 -1.756 0.11
H 1.889 -0.698 -4.235 0.12
H -0.132 -1.583 -5.420 0.13
C 1.549 4.838 -1.506 -0.07
C 0.923 5.177 -0.157 -0.40
C 1.576 4.377 0.968 -0.07
C -0.599 5.008 -0.174 -0.10
N -1.000 3.619 -0.379 -0.09
C -1.099 2.629 0.505 -0.12
N -1.336 1.515 -0.147 0.00
N -1.381 1.852 -1.457 0.01
N -1.180 3.105 -1.602 0.08
H 2.617 5.055 -1.489 0.09
H 1.097 5.416 -2.313 0.08
H 1.430 3.779 -1.741 0.07
H 1.083 6.241 0.046 0.14
H 1.515 3.302 0.774 0.06
H 1.115 4.588 1.937 0.09
H 2.633 4.632 1.041 0.09
H -1.050 5.583 -0.980 0.13
H -1.034 5.332 0.772 0.13
H -1.002 2.735 1.572 0.15
O 3.361 0.540 -0.096 0.08
C 2.693 0.587 0.907 -0.48
C 3.152 1.049 2.291 -0.06
C 1.911 0.922 3.179 -0.05
C 0.889 0.381 2.217 -0.52
O -0.311 0.067 2.435 -0.06
N 1.358 0.225 0.980 0.07
H 3.534 2.066 2.216 0.12
H 3.978 0.416 2.614 0.13
H 1.567 1.870 3.595 0.13
H 2.030 0.228 4.011 0.12
```

The total charge is +1. Its expectation value of S² is 6.0117. Its frontier orbital gap (spin up / spin down) is 7.221 / 8.121 eV. As for the spin multiplicity: 5.

A molecular structure, C28H28FeN6O10 at a distorted geometry. Source: the OMol25 dataset; level of theory: the ωB97M-V functional and the def2-TZVPD basis.

Geometry as XYZ:
```
73
Properties=species:S:1:pos:R:3:lowdin_charge:R:1
Fe -0.483 -0.314 0.489 1.02
C 1.683 -1.110 -3.110 -0.07
O 0.586 -1.583 -3.887 -0.07
C -0.573 -2.026 -3.326 -0.19
C -1.530 -2.427 -4.228 -0.02
C -2.788 -2.890 -3.816 -0.09
C -3.091 -2.970 -2.483 -0.07
C -2.151 -2.582 -1.516 -0.13
C -2.475 -2.713 -0.137 -0.05
N -1.675 -2.309 0.796 -0.05
N -1.874 -2.631 2.053 0.08
C -1.035 -1.988 2.872 -0.43
O -0.179 -1.134 2.523 -0.08
C -1.138 -2.364 4.308 -0.14
C -2.271 -3.002 4.807 -0.03
C -2.365 -3.292 6.158 -0.09
C -1.325 -2.963 7.017 -0.10
C -0.187 -2.344 6.521 -0.09
C -0.096 -2.042 5.171 -0.03
C -0.850 -2.081 -1.912 -0.28
O 0.006 -1.719 -1.046 -0.10
H 2.469 -0.900 -3.835 0.09
H 2.028 -1.863 -2.402 0.09
H 1.428 -0.199 -2.569 0.07
H -1.286 -2.360 -5.280 0.11
H -3.516 -3.180 -4.562 0.10
H -4.062 -3.322 -2.158 0.11
H -3.421 -3.187 0.133 0.13
H -3.073 -3.249 4.125 0.11
H -3.255 -3.772 6.546 0.10
H -1.405 -3.182 8.075 0.09
H 0.629 -2.090 7.187 0.10
H 0.775 -1.544 4.767 0.11
O -4.471 0.752 0.602 0.04
C -3.291 0.998 0.388 -0.60
O -2.296 0.495 1.021 -0.10
C -2.943 2.029 -0.673 -0.04
C -3.814 3.058 -0.867 0.06
C -3.540 4.076 -1.800 -0.15
C -2.381 4.036 -2.538 0.07
C -1.471 3.007 -2.359 -0.06
C -1.709 1.919 -1.420 -0.27
O -0.944 0.926 -1.309 -0.07
N -0.285 3.074 -3.162 -0.34
O 0.686 2.385 -2.877 0.04
O -0.268 3.846 -4.117 0.04
N -4.450 5.173 -1.966 -0.37
O -5.445 5.217 -1.257 0.05
O -4.203 6.017 -2.821 0.04
H -4.731 3.083 -0.296 0.13
H -2.160 4.814 -3.252 0.12
C 5.917 0.625 0.627 -0.07
C 4.886 -0.010 -0.307 -0.22
N 3.616 0.696 -0.345 -0.08
C 3.505 1.844 -1.240 -0.20
C 3.620 3.194 -0.528 -0.06
C 2.566 0.329 0.430 -0.40
C 2.755 -0.845 1.358 0.00
N 1.410 0.910 0.459 0.11
H 6.836 0.036 0.624 0.07
H 5.536 0.669 1.648 0.07
H 6.155 1.639 0.306 0.06
H 4.716 -1.045 -0.017 0.10
H 5.288 -0.026 -1.322 0.12
H 2.561 1.794 -1.774 0.08
H 4.294 1.755 -1.987 0.12
H 2.959 3.231 0.338 0.07
H 3.332 3.990 -1.215 0.08
H 4.639 3.383 -0.190 0.06
H 2.787 -1.776 0.787 0.10
H 1.893 -0.890 2.019 0.05
H 3.666 -0.753 1.947 0.08
H 1.278 1.673 -0.199 0.05
```

The total charge is -1. Its expectation value of S² is 8.7952. Its frontier orbital gap (spin up / spin down) is 7.283 / 5.666 eV. As for the spin multiplicity: 6.

A molecular structure, C28H28MoN5OPSSe2 at a distorted geometry. Source: the OMol25 dataset; level of theory: the ωB97M-V functional and the def2-TZVPD basis.

Geometry as XYZ:
```
67
Properties=species:S:1:pos:R:3:lowdin_charge:R:1
Mo -14.375 -12.367 8.696 0.92
N -13.988 -15.933 11.076 0.13
C -14.347 -14.961 10.225 -0.78
S -14.241 -13.292 10.784 0.65
N -14.794 -15.309 9.047 0.03
N -15.302 -14.199 8.368 -0.16
C -16.568 -14.306 8.035 -0.10
C -17.392 -15.559 8.047 -0.16
C -16.892 -16.756 7.479 -0.02
C -17.673 -17.877 7.484 -0.06
C -18.959 -17.821 7.981 -0.05
C -19.421 -16.680 8.598 -0.05
C -18.648 -15.526 8.646 -0.03
C -17.219 -12.974 7.807 -0.21
C -18.402 -12.807 7.152 0.03
C -18.916 -11.507 7.068 0.02
C -18.264 -10.441 7.684 0.01
C -16.962 -10.662 8.149 -0.06
N -16.479 -11.927 8.222 -0.05
H -13.525 -15.674 11.921 0.10
H -14.005 -16.874 10.766 0.12
H -15.921 -16.762 7.029 0.11
H -17.322 -18.798 7.055 0.12
H -19.522 -18.750 8.000 0.12
H -20.403 -16.697 9.059 0.12
H -19.058 -14.673 9.134 0.12
H -18.988 -13.624 6.798 0.13
H -19.876 -11.330 6.659 0.12
H -18.711 -9.461 7.701 0.12
H -16.321 -9.877 8.550 0.10
Se -11.966 -12.888 8.072 0.45
P -11.447 -10.938 8.954 0.28
Se -13.384 -10.052 9.444 0.36
C -10.552 -10.010 7.686 -0.41
C -9.199 -10.326 7.460 -0.09
C -8.506 -9.686 6.477 -0.05
C -9.171 -8.730 5.675 -0.04
C -10.526 -8.467 5.835 -0.06
C -11.228 -9.142 6.846 -0.12
C -10.427 -11.066 10.434 -0.41
C -10.135 -12.282 11.060 -0.10
C -9.392 -12.283 12.222 -0.05
C -8.907 -11.056 12.730 -0.04
C -9.209 -9.852 12.108 -0.06
C -9.958 -9.847 10.961 -0.08
H -8.664 -11.006 8.112 0.12
H -7.428 -9.920 6.350 0.13
H -8.661 -8.231 4.883 0.11
H -11.025 -7.723 5.206 0.12
H -12.274 -8.955 7.009 0.06
H -10.542 -13.197 10.644 0.08
H -9.248 -13.168 12.828 0.11
H -8.336 -11.048 13.661 0.12
H -8.869 -8.930 12.580 0.12
H -10.243 -8.919 10.514 0.11
C -15.356 -10.449 4.162 -0.01
N -14.017 -10.864 4.483 -0.16
C -13.014 -10.802 3.421 -0.01
C -13.709 -11.531 5.588 -0.31
O -14.540 -11.850 6.460 -0.20
H -15.331 -9.353 4.077 0.11
H -16.041 -10.716 5.003 0.10
H -15.636 -10.848 3.201 0.10
H -13.171 -9.899 2.824 0.11
H -13.105 -11.660 2.775 0.10
H -12.016 -10.749 3.821 0.09
H -12.673 -11.843 5.688 0.08
```

The total charge is +2. Its expectation value of S² is 2.0463. Its frontier orbital gap (spin up / spin down) is 6.082 / 6.847 eV. As for the spin multiplicity: 3.